Record 1
DFT (ωB97M-V/def2-TZVPD) results for a structure of composition C13H21BN4O3ReS2.

Geometry as ORCA input:
```
! RIJCOSX wB97M-V def2-TZVPD def2/J DEFGRID3
* xyz 2 2
Re 0.043 -0.162 -0.383
C -3.406 -2.823 -0.953
N -3.040 -2.455 0.417
C -3.933 -2.333 1.451
C -3.206 -2.078 2.569
N -1.875 -2.059 2.230
B -0.807 -2.061 3.436
N 0.591 -1.362 3.132
C 1.719 -1.862 3.744
C 2.729 -0.974 3.570
N 2.218 0.074 2.843
C 2.961 1.271 2.441
C 0.926 -0.188 2.604
S -0.153 0.804 1.619
C -1.805 -2.279 0.921
S -0.313 -2.291 -0.019
H -4.284 -2.250 -1.241
H -3.625 -3.887 -0.997
H -2.581 -2.596 -1.622
H -4.992 -2.456 1.304
H -3.516 -1.930 3.588
H -1.351 -1.455 4.312
H -0.546 -3.202 3.676
H 1.692 -2.801 4.267
H 3.754 -0.990 3.896
H 3.994 1.136 2.746
H 2.546 2.144 2.939
H 2.920 1.387 1.362
C -2.957 2.604 -1.755
C -2.285 1.937 -2.958
C -2.118 0.517 -2.498
O -1.678 0.684 -1.073
C -2.338 1.932 -0.539
H -4.033 2.436 -1.775
H -2.785 3.677 -1.731
H -1.316 2.385 -3.182
H -2.900 1.992 -3.855
H -1.350 -0.072 -2.992
H -3.061 -0.028 -2.457
H -1.547 2.510 -0.068
H -3.053 1.589 0.205
O 2.085 -0.556 -0.403
C 2.118 -0.563 -1.671
O 0.976 -0.376 -2.230
H 3.038 -0.697 -2.239
*
```

The calculation puts the HOMO-LUMO gap (spin up / spin down) at 6.74 / 7.03 eV. The value obtained for the LUMO energy (spin up / spin down) is -8.45 / -8.17 eV. For the highest occupied orbital energy (spin up / spin down), the calculation gives -15.19 / -15.20 eV.

=====

Record 2
DFT (ωB97M-V/def2-TZVPD) results for a structure of composition C13H21Br3Cl8O4.

Geometry as ORCA input:
```
! RIJCOSX wB97M-V def2-TZVPD def2/J DEFGRID3
* xyz 0 1
O 4.304 0.576 -0.130
C 3.788 -0.110 -0.964
O 4.443 -1.092 -1.628
C 3.563 -1.797 -2.518
C 2.160 -1.380 -2.116
C 2.337 -0.074 -1.375
H 3.788 -2.859 -2.440
H 3.780 -1.532 -3.558
H 1.771 -2.160 -1.451
H 1.440 -1.305 -2.931
H 1.743 0.080 -0.484
H 2.291 0.760 -2.082
O 0.808 2.067 -4.379
C -0.166 2.069 -3.683
O -0.697 0.961 -3.158
C -1.907 1.186 -2.444
C -1.996 2.714 -2.290
C -1.099 3.225 -3.404
H -1.866 0.743 -1.450
H -2.733 0.683 -2.949
H -1.632 3.069 -1.326
H -3.000 3.124 -2.405
H -0.480 4.063 -3.070
H -1.537 3.582 -4.335
C -2.077 -4.053 -0.836
Cl -0.654 -3.806 -1.903
Cl -3.596 -4.266 -1.679
H -1.835 -4.907 -0.217
H -2.093 -3.143 -0.247
C 1.219 2.945 0.829
Cl -0.139 3.899 1.417
Cl 2.079 3.750 -0.521
H 1.966 2.897 1.606
H 0.846 1.998 0.466
C -1.279 -0.614 1.837
Cl -1.603 1.047 1.311
Cl 0.014 -1.304 0.846
H -0.854 -0.542 2.829
H -2.183 -1.201 1.758
C -3.637 -2.216 4.747
Cl -2.043 -2.777 4.186
Cl -4.001 -0.641 4.149
H -4.375 -2.964 4.462
H -3.653 -2.247 5.835
C 1.764 0.211 4.998
Br 1.994 2.055 4.413
Br -0.029 -0.168 5.689
Br 3.066 -0.128 6.443
H 1.996 -0.419 4.152
*
```

The calculation puts the HOMO-LUMO gap at 9.53 eV. The value obtained for the LUMO energy is -0.42 eV. For the highest occupied orbital energy, the calculation gives -9.95 eV.

=====

Record 3
DFT (ωB97M-V/def2-TZVPD) results for a structure of composition C13H21ClIN4ORu.

Geometry as ORCA input:
```
! RIJCOSX wB97M-V def2-TZVPD def2/J DEFGRID3
* xyz -2 6
C 1.669 -1.991 -2.547
I 0.400 -3.384 -3.299
H 2.400 -1.826 -3.379
H 1.010 -1.120 -2.345
H 2.169 -2.274 -1.614
C -0.853 -2.234 3.432
C 0.385 -2.770 3.278
N 0.923 -2.224 2.138
C 0.058 -1.351 1.535
N -1.032 -1.355 2.385
H -1.552 -2.408 4.201
H 0.905 -3.477 3.877
C -1.991 2.087 -2.907
C -0.540 1.290 -1.341
N -1.810 1.229 -1.854
H -0.493 3.440 -3.848
N 0.050 2.236 -2.127
H -2.912 2.220 -3.450
Ru 0.626 0.371 0.300
C 2.423 0.788 0.400
O 3.589 0.765 0.219
C -0.799 2.707 -3.107
C 1.411 2.694 -1.996
H 1.497 3.596 -2.610
H 2.116 1.931 -2.365
H 1.624 2.945 -0.948
C -2.916 0.446 -1.302
H -3.598 0.184 -2.116
H -3.470 1.050 -0.576
H -2.532 -0.457 -0.827
C -2.210 -0.526 2.278
H -3.094 -1.112 2.002
H -2.044 0.235 1.513
H -2.416 -0.017 3.228
C 2.240 -2.538 1.611
H 2.146 -3.069 0.642
H 2.745 -3.165 2.353
H 2.823 -1.609 1.473
Cl -0.391 3.368 1.188
C 0.336 1.819 1.798
H 1.393 2.094 2.074
H -0.286 1.410 2.637
*
```

The calculation puts the HOMO-LUMO gap (spin up / spin down) at 1.52 / 7.34 eV. The value obtained for the LUMO energy (spin up / spin down) is 3.88 / 4.20 eV. For the highest occupied orbital energy (spin up / spin down), the calculation gives 2.36 / -3.14 eV.

=====

Record 4
DFT (ωB97M-V/def2-TZVPD) results for a structure of composition C13H21ErNO5.

Geometry as ORCA input:
```
! RIJCOSX wB97M-V def2-TZVPD def2/J DEFGRID3
* xyz 2 5
C -2.471 0.926 0.047
C -1.120 1.073 -0.684
C -1.299 2.137 -1.783
C -0.094 1.553 0.331
C 0.852 0.512 0.923
C 0.125 -0.331 2.005
C -0.364 -1.707 1.580
C -0.948 -2.364 2.824
O -2.003 -2.017 3.236
O -0.251 -3.331 3.408
C 1.906 1.322 1.685
O 3.141 1.244 1.418
O 1.542 2.123 2.556
C 1.537 -0.252 -0.216
C 0.659 -0.641 -1.430
C 1.248 -0.002 -2.679
C 0.687 -2.165 -1.646
N -0.776 -0.266 -1.221
O -1.489 -0.509 -2.250
H -2.502 0.012 0.626
H -3.252 0.844 -0.695
H -2.678 1.773 0.689
H -1.021 3.135 -1.396
H -2.330 2.210 -2.092
H -0.706 1.953 -2.668
H 0.538 2.344 -0.092
H -0.627 1.996 1.191
H -0.700 0.250 2.401
H 0.820 -0.470 2.829
H -1.162 -1.666 0.855
H 0.451 -2.321 1.215
H 0.683 -3.283 3.186
H 2.330 0.387 -0.599
H 2.043 -1.111 0.204
H 0.717 -0.311 -3.568
H 2.264 -0.369 -2.776
H 1.314 1.084 -2.628
H 0.579 -2.394 -2.697
H 1.637 -2.576 -1.334
H -0.130 -2.645 -1.127
Er 0.848 3.854 0.375
*
```

The calculation puts the HOMO-LUMO gap (spin up / spin down) at 5.43 / 4.37 eV. The value obtained for the LUMO energy (spin up / spin down) is -9.71 / -11.12 eV. For the highest occupied orbital energy (spin up / spin down), the calculation gives -15.13 / -15.49 eV.

=====

Please write out number 1 again, unchanged.
DFT (ωB97M-V/def2-TZVPD) results for a structure of composition C13H21BN4O3ReS2.

Geometry as ORCA input:
```
! RIJCOSX wB97M-V def2-TZVPD def2/J DEFGRID3
* xyz 2 2
Re 0.043 -0.162 -0.383
C -3.406 -2.823 -0.953
N -3.040 -2.455 0.417
C -3.933 -2.333 1.451
C -3.206 -2.078 2.569
N -1.875 -2.059 2.230
B -0.807 -2.061 3.436
N 0.591 -1.362 3.132
C 1.719 -1.862 3.744
C 2.729 -0.974 3.570
N 2.218 0.074 2.843
C 2.961 1.271 2.441
C 0.926 -0.188 2.604
S -0.153 0.804 1.619
C -1.805 -2.279 0.921
S -0.313 -2.291 -0.019
H -4.284 -2.250 -1.241
H -3.625 -3.887 -0.997
H -2.581 -2.596 -1.622
H -4.992 -2.456 1.304
H -3.516 -1.930 3.588
H -1.351 -1.455 4.312
H -0.546 -3.202 3.676
H 1.692 -2.801 4.267
H 3.754 -0.990 3.896
H 3.994 1.136 2.746
H 2.546 2.144 2.939
H 2.920 1.387 1.362
C -2.957 2.604 -1.755
C -2.285 1.937 -2.958
C -2.118 0.517 -2.498
O -1.678 0.684 -1.073
C -2.338 1.932 -0.539
H -4.033 2.436 -1.775
H -2.785 3.677 -1.731
H -1.316 2.385 -3.182
H -2.900 1.992 -3.855
H -1.350 -0.072 -2.992
H -3.061 -0.028 -2.457
H -1.547 2.510 -0.068
H -3.053 1.589 0.205
O 2.085 -0.556 -0.403
C 2.118 -0.563 -1.671
O 0.976 -0.376 -2.230
H 3.038 -0.697 -2.239
*
```

The calculation puts the HOMO-LUMO gap (spin up / spin down) at 6.74 / 7.03 eV. The value obtained for the LUMO energy (spin up / spin down) is -8.45 / -8.17 eV. For the highest occupied orbital energy (spin up / spin down), the calculation gives -15.19 / -15.20 eV.